# 1
47
Properties=species:S:1:pos:R:3 method="wB97M-V/def2-TZVPD" orbital_gap_ha=0.385 energy_ev=-37609.197 de_lowest_kcal_mol=0.0 e_lumo_ev=-6.3 charge=+2
Ir -0.07902 0.07782 -0.37871
C -2.44270 -1.64835 -2.28324
C -2.57065 -1.63529 -0.75251
N -1.30870 -1.52186 0.02793
C -1.60538 -1.56279 1.49296
C -0.35828 -1.16782 2.26493
N 0.24517 0.06228 1.68726
C -0.18308 1.34231 2.30868
C -1.68292 1.63950 2.25640
C -2.41868 1.67893 0.89750
N -1.52652 1.58912 -0.28481
C -2.27052 1.65712 -1.57534
C -1.34298 1.31270 -2.72431
N -0.56744 0.07910 -2.42408
C -1.12712 -1.20491 -2.90754
H -3.26951 -1.06135 -2.68696
H -2.60784 -2.66270 -2.64678
H -3.07811 -2.54148 -0.41671
H -3.18717 -0.80066 -0.42685
H -0.71923 -2.33245 -0.17331
H -1.93802 -2.56294 1.77404
H -2.42654 -0.87511 1.67336
H 0.38941 -1.95887 2.19168
H -0.58976 -1.02761 3.32174
H 1.25805 0.00831 1.80706
H 0.40539 2.12403 1.82522
H 0.11010 1.33578 3.36067
H -1.79217 2.61280 2.73536
H -2.21130 0.94575 2.91233
H -2.99377 2.60323 0.81824
H -3.13620 0.86475 0.81497
H -0.92554 2.41518 -0.24722
H -2.69393 2.65369 -1.70857
H -3.10066 0.95530 -1.51378
H -0.62048 2.11521 -2.87686
H -1.91159 1.19433 -3.64811
H 0.33895 0.18336 -2.87439
H -0.34986 -1.94905 -2.72112
H -1.25937 -1.14925 -3.99001
C 3.98888 -0.03986 -1.56753
S 2.49991 0.25119 -0.69042
O 1.57199 1.16785 -1.45330
O 2.79737 0.73352 0.62358
O 1.68040 -1.02948 -0.71597
H 4.19104 0.84700 -2.16760
H 3.86378 -0.91269 -2.20332
H 4.77091 -0.19146 -0.82861


# 2
45
Properties=species:S:1:pos:R:3 method="wB97M-V/def2-TZVPD" orbital_gap_ha="0.353 / 0.253" energy_ev=-33595.985 de_lowest_kcal_mol=0.0 e_lumo_ev="-5.3 / -8.3" s2=2.01 multiplicity=3 charge=+2
Pd 0.21510 -0.19006 -0.80624
C 1.20846 -2.82126 -1.71425
C 0.40642 -2.41587 -2.94145
N -0.03210 -0.99534 -2.87223
C -1.42925 -0.78448 -3.32092
C -2.44433 -1.32680 -2.32389
S -2.13867 -0.70283 -0.63918
C -1.83872 -2.20328 0.34496
C -0.74180 -3.10624 -0.19234
N 0.52200 -2.38159 -0.47706
H 2.18916 -2.34296 -1.72489
H 1.37084 -3.90239 -1.72073
H -0.48006 -3.03997 -3.04534
H 1.00303 -2.58742 -3.83758
H 0.56825 -0.43785 -3.47206
H -1.60294 -1.25913 -4.29069
H -1.57243 0.28833 -3.45197
H -2.45876 -2.41477 -2.28795
H -3.44455 -1.00120 -2.60576
H -2.77710 -2.74978 0.44155
H -1.58574 -1.80933 1.33087
H -1.06983 -3.60008 -1.10451
H -0.56448 -3.90399 0.53206
H 1.15825 -2.49377 0.30501
C -0.53753 3.69639 1.25715
N 0.47973 2.73644 0.81059
C 0.61824 2.60916 -0.61342
C 0.83254 1.67426 1.59011
N 0.95826 0.47428 1.03343
N 1.03982 1.88625 2.89814
C 1.11754 0.76725 3.82782
C 1.58181 3.14700 3.41667
H -1.48994 3.48561 0.76471
H -0.22682 4.71019 1.01088
H -0.68441 3.62427 2.32841
H 0.31650 3.53121 -1.10342
H -0.07197 1.81898 -1.01543
H 1.63946 2.36460 -0.90115
H 1.39374 -0.18762 1.66016
H 0.38263 0.00601 3.57093
H 0.88343 1.13247 4.82516
H 2.11847 0.32705 3.85336
H 1.71608 3.86481 2.61562
H 2.55353 2.95022 3.87105
H 0.91813 3.56322 4.17383


# 3
64
Properties=species:S:1:pos:R:3 method="wB97M-V/def2-TZVPD" orbital_gap_ha="0.087 / 0.083" energy_ev=-165519.926 e_lumo_ev="-14.3 / -14.4" s2=1.77 multiplicity=2 charge=+3
Al 0.77384 -0.97339 3.87851
As 1.21056 0.28674 -0.39156
F 1.59705 1.59609 0.57416
F 1.22049 1.28267 -1.90045
F 0.62790 -1.13303 -1.26493
F 1.31074 -0.72495 1.09914
F -0.52491 0.64461 -0.01189
F 2.90938 -0.23845 -0.70843
O 4.75037 -4.01336 1.78360
S 3.70236 -3.02977 1.45371
O 2.50659 -2.85267 2.35327
O 4.25200 -1.47018 1.36519
C 5.66277 -1.35482 0.88817
C 5.73824 -0.85006 -0.58878
C 3.21912 -3.26152 -0.29703
H 6.35138 -2.18464 1.04721
H 6.11904 -0.52069 1.42122
H 5.33549 0.16107 -0.64806
H 5.24776 -1.46659 -1.34205
H 6.79807 -0.81728 -0.84135
H 2.38968 -2.56128 -0.39597
H 2.94241 -4.28848 -0.53557
H 4.05251 -3.04002 -0.96374
O -0.77181 1.63197 2.71173
S -1.38180 2.91573 2.50062
O -2.62186 3.31123 3.18063
O -0.23754 4.14252 2.73654
C -0.63892 5.43602 2.28411
C 0.08114 6.59623 3.05579
C -1.80703 2.95854 0.73963
H -1.69220 5.67352 2.43343
H -0.41085 5.54024 1.22335
H -0.07955 6.57107 4.13359
H -0.11558 7.59836 2.67481
H 1.15179 6.42678 2.94137
H -2.39974 2.06468 0.54517
H -0.98304 3.10565 0.04141
H -2.51597 3.78643 0.72951
O -3.88503 -1.80526 0.98397
S -2.45981 -2.25087 1.01583
O -1.45498 -1.67730 2.00929
O -2.46839 -3.86351 1.39707
C -3.50089 -4.71260 0.87431
C -4.47146 -4.86359 1.98091
C -1.87735 -2.43128 -0.73707
H -3.11269 -5.60122 0.37656
H -4.10424 -4.34603 0.04383
H -4.99202 -3.92692 2.18033
H -3.98739 -5.35972 2.82212
H -5.21518 -5.43319 1.42365
H -2.67953 -2.99195 -1.21691
H -0.92981 -2.96797 -0.78425
H -1.71939 -1.45600 -1.19748
C -1.21778 0.86945 -3.48431
C -0.92776 2.35229 -3.89785
O -1.29595 2.48713 -5.28146
S -2.36883 1.30048 -5.78673
O -1.72415 0.59466 -6.95297
O -3.68125 1.91817 -5.89377
O -2.22391 0.51257 -4.34063
H -1.59759 0.64732 -2.48706
H -0.32533 0.30036 -3.74463
H 0.08217 2.75776 -3.83686
H -1.63120 2.99795 -3.37212


# 4
56
Properties=species:S:1:pos:R:3 method="wB97M-V/def2-TZVPD" orbital_gap_ha=0.336 energy_ev=-128907.635 e_lumo_ev=-2.4 charge=+1
O 0.66616 4.73218 1.21879
S -0.24075 4.17035 2.17030
O -1.55980 4.68382 2.31298
Cl 0.67142 4.26088 3.99279
C -0.28422 2.41388 1.94268
C 1.13042 1.82508 1.82147
C 1.39146 0.76010 2.88985
C 2.86687 0.31486 3.05950
N 3.74161 0.76993 1.98031
C 3.66126 0.27967 0.75774
N 2.81461 -0.72793 0.51267
C 2.54727 -1.19501 -0.86286
C 3.02186 -0.24340 -1.97214
Br 1.59168 0.15344 -3.22297
C 3.56742 1.06790 -1.44968
N 4.42127 0.76761 -0.26284
H -0.85892 2.29194 1.02208
H -0.84632 1.98216 2.77037
H 1.87907 2.61924 1.83351
H 1.18275 1.37695 0.82460
H 0.77053 -0.10311 2.65597
H 1.05362 1.16096 3.84845
H 3.28234 0.67893 3.99731
H 2.92233 -0.77657 3.10778
H 4.45986 1.44692 2.18893
H 1.96367 -0.65874 1.06150
H 3.03094 -2.16288 -0.99801
H 1.47399 -1.36702 -0.92849
H 3.78570 -0.74086 -2.56466
H 4.19868 1.51517 -2.21587
H 2.78629 1.78771 -1.19123
H 4.86560 1.62474 0.05279
C 1.87887 -1.44853 -7.20653
O 3.02641 -1.11196 -6.97304
N 0.87784 -1.26777 -6.28656
N 1.50538 -2.02857 -8.38498
H -0.07624 -1.53586 -6.43316
H 1.15916 -0.83538 -5.42582
H 2.22149 -2.17040 -9.07241
H 0.56603 -2.30838 -8.59201
C -1.84732 -1.51154 1.86621
O -0.88448 -0.76243 1.65732
N -1.67277 -2.78887 2.30625
N -3.12079 -1.11746 1.67391
H -2.43703 -3.41595 2.47369
H -0.73689 -3.11325 2.45458
H -3.27361 -0.19106 1.32192
H -3.93215 -1.70215 1.79519
C -6.95074 -1.08012 1.36665
O -5.88567 -1.45989 0.89152
N -7.69952 -0.11391 0.76785
N -7.46454 -1.59872 2.51829
H -8.57722 0.20847 1.12871
H -7.35062 0.27587 -0.08756
H -6.94724 -2.32696 2.97226
H -8.33701 -1.30408 2.91409


# 5
69
Properties=species:S:1:pos:R:3 method="wB97M-V/def2-TZVPD" orbital_gap_ha=0.234 energy_ev=-100609.902 e_lumo_ev=0.9 charge=-1
C -1.72132 0.30610 1.04361
C -3.18420 0.13110 0.74921
Cl -3.50603 -0.74412 -0.73025
C -4.24942 0.54226 1.48998
Cl -3.80019 1.42375 2.93380
Nb -6.44201 0.19092 1.04667
S -6.56756 -2.36268 1.63026
O -5.84871 -2.70428 2.85430
O -7.99043 -2.71194 1.61101
C -5.85234 -3.59831 0.38417
F -6.06815 -3.20013 -0.90814
F -6.46793 -4.80283 0.56635
F -4.50223 -3.78568 0.56877
H -1.16031 -0.36485 0.39530
H -1.54821 -0.02097 2.07128
H -1.40586 1.33886 0.91619
H -6.41582 -0.20995 -0.75278
H -8.23724 0.42614 1.00233
H -6.78740 0.45417 2.83761
H -6.48206 1.95218 0.71901
C 1.98376 -3.09979 2.28931
N 1.74477 -1.85220 1.51419
O 2.64580 -1.44113 0.81504
O 0.66196 -1.33958 1.64184
H 2.98839 -3.44340 2.07706
H 1.85408 -2.85428 3.33819
H 1.23586 -3.82003 1.97383
C -3.77574 3.58221 7.37805
N -3.29075 3.25157 6.00962
O -2.75887 2.18019 5.84780
O -3.47301 4.08933 5.15913
H -3.54958 2.74682 8.02834
H -3.26395 4.48618 7.69152
H -4.84456 3.75450 7.30635
C -0.60016 4.23046 -1.67725
N -1.19458 3.74239 -0.40451
O -2.23343 3.13099 -0.46506
O -0.58227 3.98956 0.61045
H -1.25226 3.93345 -2.48866
H -0.52109 5.31015 -1.59967
H 0.37988 3.77793 -1.77454
C 2.55852 0.85223 -2.82965
N 2.00166 1.97732 -3.62314
O 2.71843 2.53490 -4.42266
O 0.84113 2.28206 -3.42752
H 3.58391 0.70186 -3.12733
H 2.47905 1.11342 -1.78081
H 1.94954 -0.01805 -3.05189
C -1.67369 -0.31582 -4.23069
N -0.61027 -1.34933 -4.34398
O -0.56100 -2.02591 -5.34464
O 0.15891 -1.43237 -3.41351
H -2.26684 -0.34388 -5.13571
H -2.27447 -0.54921 -3.35554
H -1.17627 0.64177 -4.10369
C 7.65338 0.80268 -1.44618
N 6.58033 0.34736 -2.36489
O 5.44043 0.35419 -1.95955
O 6.91919 -0.01762 -3.46807
H 7.19652 1.08240 -0.50564
H 8.33821 -0.02794 -1.32524
H 8.15313 1.64657 -1.91159
C 8.20687 -4.19068 -1.35239
N 8.42062 -2.74915 -1.05623
O 9.36622 -2.19435 -1.56720
O 7.62395 -2.21893 -0.31579
H 8.99161 -4.51704 -2.02232
H 8.23803 -4.72028 -0.40595
H 7.22608 -4.28123 -1.80791


# 6
49
Properties=species:S:1:pos:R:3 method="wB97M-V/def2-TZVPD" orbital_gap_ha="0.236 / 0.219" energy_ev=-403824.456 e_lumo_ev="-3.9 / -4.9" s2=8.83 multiplicity=6 charge=+1
Ru -1.28902 1.34243 -0.52122
C 2.07308 0.76083 -0.21422
O 1.16978 1.81723 -0.47302
C 1.56498 3.05603 0.09048
C 0.52428 4.11033 -0.30492
O -0.77212 3.77473 0.15798
C -1.04952 4.13993 1.50628
C -2.04132 3.12003 2.07678
O -1.56852 1.79143 1.92298
C -0.70942 1.36213 2.96488
H 3.07808 1.01103 -0.56972
H 2.10968 0.53423 0.85938
H 1.70698 -0.11227 -0.76392
H 1.63658 2.95853 1.18468
H 2.54578 3.35363 -0.29952
H 0.81898 5.10083 0.06088
H 0.45128 4.14533 -1.39802
H -0.12672 4.15423 2.09958
H -1.48872 5.14613 1.53128
H -2.23792 3.34273 3.13018
H -2.97782 3.17543 1.51108
H -1.25652 1.32943 3.91288
H -0.36762 0.35893 2.70348
H 0.15668 2.02043 3.08298
Se -0.73222 1.83073 -2.84892
Se -2.46782 2.35413 -4.11512
Se -4.69092 1.68663 -2.45462
Se -3.76172 1.19683 -0.51992
C 0.95808 -5.66117 -0.22932
Ge 1.11338 -3.69207 -0.30912
C 1.54388 -3.08607 -2.14892
C 2.41258 -3.01477 1.02758
C -0.69002 -2.91007 0.25838
Se -1.07152 -1.14437 -0.47872
C -1.90762 -1.73587 -2.13442
H 1.92198 -6.09787 -0.47182
H 0.22958 -6.02847 -0.94482
H 0.67528 -5.99367 0.76408
H 2.58898 -3.29407 -2.35662
H 1.37428 -2.02057 -2.28222
H 0.95098 -3.62547 -2.88092
H 3.41238 -3.35747 0.77938
H 2.16348 -3.39487 2.01368
H 2.42338 -1.93087 1.06578
H -0.69592 -2.79587 1.34108
H -1.52262 -3.55467 -0.02082
H -1.23742 -2.43047 -2.63922
H -2.09052 -0.86407 -2.76652
H -2.85092 -2.22927 -1.89902


# 7
53
Properties=species:S:1:pos:R:3 method="wB97M-V/def2-TZVPD" orbital_gap_ha=0.249 energy_ev=-52244.563 de_lowest_kcal_mol=4.7 e_lumo_ev=-8.4 charge=+2
Ag 0.63237 -2.17454 -0.16126
Ag 2.83896 -1.20936 3.26048
Ag -0.46115 0.76042 2.81746
F 1.05472 -0.70222 1.84478
C -0.38174 4.67589 0.40614
O 0.53688 5.39061 1.20307
P 0.91628 5.09234 2.71499
O 2.14611 5.75689 3.12988
O -0.36182 5.47930 3.54764
C -1.59928 4.76340 3.61547
O 0.94749 3.49202 2.83343
C 2.10794 2.77743 2.37620
H -0.76272 3.76216 0.88417
H 0.06427 4.34921 -0.52915
H -1.24983 5.31403 0.26011
H -1.39003 3.68847 3.65756
H -2.21963 5.02127 2.75934
H -2.07752 5.05068 4.54705
H 2.51784 2.27322 3.25328
H 2.86211 3.38043 1.87488
H 1.72721 2.03695 1.66126
C -2.11155 -2.13928 1.54954
O -1.41174 -3.16258 0.87482
C -2.15515 -3.64172 -0.23937
C -1.40196 -4.67939 -1.06836
O -0.18107 -4.08285 -1.48767
C 0.76152 -5.00427 -2.02780
H -2.16841 -1.22349 0.94713
H -1.55560 -1.94289 2.47034
H -3.12149 -2.44540 1.83222
H -2.32275 -2.80342 -0.93496
H -3.13658 -3.98293 0.09871
H -1.96861 -4.93108 -1.96829
H -1.27004 -5.60484 -0.49992
H 1.50357 -4.41279 -2.56031
H 0.25056 -5.65275 -2.74375
H 1.27852 -5.60545 -1.27662
C -0.30605 1.02106 -0.82289
O -0.59078 -0.31833 -1.20351
C -0.64612 -0.58311 -2.59692
C 0.72254 -0.59468 -3.21846
O 1.50345 -1.53220 -2.49488
C 2.69309 -1.92151 -3.16620
H -1.14600 1.67879 -1.05519
H 0.59264 1.34702 -1.35334
H -0.06562 1.03769 0.24100
H -1.24093 0.19618 -3.09281
H -1.19866 -1.51417 -2.70988
H 1.15891 0.40414 -3.09843
H 0.68396 -0.77496 -4.29369
H 3.31006 -1.06298 -3.44153
H 2.44782 -2.44723 -4.09515
H 3.24404 -2.59918 -2.52064


# 8
56
Properties=species:S:1:pos:R:3 method="wB97M-V/def2-TZVPD" orbital_gap_ha=0.262 energy_ev=-118712.586 de_lowest_kcal_mol=0.0 e_lumo_ev=2.4 charge=-1
Zn -5.11954 -27.19208 -6.46902
C -6.63317 -24.83522 -3.28232
C -6.28178 -24.75846 -4.77444
O -6.29913 -26.00776 -5.34668
H -5.85507 -25.38155 -2.74580
H -7.55793 -25.42850 -3.22008
H -6.92047 -23.93223 -2.72862
H -5.26794 -24.33810 -4.87109
H -7.03116 -24.10087 -5.25491
F -4.50834 -26.08435 -8.00061
F -6.23043 -28.48458 -7.30571
O -5.03806 -28.74876 -4.82928
S -6.16546 -29.57949 -4.53819
O -6.22681 -30.94030 -4.92472
O -6.27180 -29.62012 -2.95022
C -6.40977 -28.33302 -2.32639
C -5.29172 -28.14410 -1.31067
C -7.64014 -28.75998 -5.03687
H -7.36772 -28.33543 -1.80016
H -6.41506 -27.53143 -3.06201
H -5.33954 -27.15010 -0.86525
H -4.30826 -28.28700 -1.76188
H -5.38741 -28.91816 -0.54609
H -7.58553 -27.69373 -4.82882
H -8.41734 -29.34892 -4.54272
H -7.67132 -28.99671 -6.10078
O -1.10627 -25.97931 -4.86560
S -2.43533 -25.53422 -5.16238
O -3.33650 -26.47729 -5.70484
O -3.04693 -24.85058 -3.88380
C -2.73626 -25.48686 -2.62309
C -1.80562 -24.62507 -1.78221
C -2.40930 -24.17060 -6.27222
H -2.34575 -26.49554 -2.74631
H -3.69459 -25.58834 -2.11770
H -0.76995 -24.95764 -1.81490
H -2.18505 -24.53695 -0.76559
H -1.79645 -23.60607 -2.17787
H -3.41389 -24.02777 -6.66176
H -1.67269 -24.47271 -7.01279
H -2.02951 -23.31166 -5.72218
O -2.34384 -30.03102 -9.10646
S -2.17037 -29.10720 -8.03528
O -3.19414 -28.79233 -7.12516
O -0.92533 -29.57194 -7.15828
C -0.01539 -30.48933 -7.79376
C 1.23829 -30.54020 -6.95293
C -1.56683 -27.57900 -8.65321
H 0.15796 -30.23668 -8.84210
H -0.50419 -31.46676 -7.86010
H 1.88550 -31.36928 -7.24986
H 1.05566 -30.60600 -5.88452
H 1.83642 -29.64980 -7.16934
H -2.44572 -27.05305 -9.03174
H -0.81246 -27.75382 -9.41326
H -1.19840 -27.07764 -7.76034


# 9
46
Properties=species:S:1:pos:R:3 method="wB97M-V/def2-TZVPD" orbital_gap_ha=0.329 energy_ev=-38851.925 de_lowest_kcal_mol=0.0 e_lumo_ev=-10.5 charge=+3
La -0.20909 -0.15610 -0.89154
S 2.07751 -1.57156 0.24019
S -0.78548 2.12704 0.77181
C 2.82984 -1.29813 1.90993
C 3.27780 -0.60498 -0.76321
C 3.28380 0.88822 -0.45541
N 1.95518 1.50983 -0.77091
C 1.80129 2.85329 -0.11129
C 0.35276 3.28935 -0.11435
H 3.04171 -0.79645 -1.82565
H 4.25257 -1.04210 -0.52124
H 4.06491 1.36920 -1.07252
H 3.51013 1.07447 0.60525
H 2.39990 3.58892 -0.67005
H 2.19579 2.77914 0.90895
H -0.04074 3.38943 -1.13788
H 0.24246 4.24159 0.41056
C -0.14473 2.32580 2.50187
H 2.00201 1.72192 -1.77172
H 0.78873 1.77460 2.68183
H -0.92944 1.93485 3.16261
H -0.00738 3.39142 2.71527
H 2.33952 -1.99327 2.60544
H 2.70694 -0.27071 2.27902
H 3.89535 -1.55775 1.86301
C -0.70344 0.14145 -3.49731
C -1.84083 -0.64901 -3.59486
H 0.28865 -0.26015 -3.77195
H -0.75426 1.24259 -3.53836
H -1.77662 -1.73157 -3.78329
H -2.83841 -0.24311 -3.79116
N -2.35952 -1.42831 -1.00240
C -3.54317 -1.42176 -0.10396
C -3.30551 -2.28501 1.13633
C -1.84538 -2.48607 1.54522
N -1.00715 -1.23574 1.39459
H -2.09544 -2.39924 -1.14440
H -2.55873 -1.08668 -1.97198
H -3.76229 -0.38833 0.16072
H -4.39554 -1.79807 -0.67629
H -3.88407 -1.85720 1.96895
H -3.72807 -3.28171 0.94029
H -1.77802 -2.85571 2.57962
H -1.38612 -3.23498 0.90251
H -0.13479 -1.29499 1.93037
H -1.49264 -0.41444 1.76740